Molecular formula: C2H4ClFO2
Method: DFT, ωB97M-V/def2-TZVPD

- HOMO: -11.16 eV
- Total charge: 0
- Maximum force: 4.77 eV/Å
- LUMO: 0.6 eV
- Gap between HOMO and LUMO: 11.784 eV
- Energy: -789.086169 Ha

CARTESIAN COORDINATES (ANGSTROEM)
1 C -1.1837 0.5078 0.5069
2 C 0.9735 0.0375 -0.1233
3 O 0.4391 -0.0888 -1.2960
4 O 0.2060 0.6102 0.7562
5 F 0.8279 -1.6034 0.5444
6 Cl 2.6243 0.2539 0.0527
7 H -1.3273 1.1271 -0.3870
8 H -1.8828 0.6193 1.4076
9 H -1.3103 -0.5045 0.1955
10 H 0.6333 -0.9590 -1.6568